Record 1
The following is a quantum chemistry calculation of a molecular structure, C24H36Cl2O2P2RuSSbSe4 in a non-equilibrium geometry, from OMol25.

Each line ends with the Löwdin charge.
Element x y z (Å)
Ru: -0.014 -0.285 0.092  0.46
Cl: -2.367 -1.031 -1.521  0.65
C: -3.625 -0.289 -2.504  -0.63
C: -4.664 -1.130 -2.887  -0.15
C: -5.724 -0.640 -3.635  -0.14
C: -5.747 0.698 -3.981  -0.17
C: -4.708 1.532 -3.606  -0.70
Cl: -4.832 3.207 -4.077  0.58
C: -3.576 1.091 -2.866  -0.78
S: -2.280 2.146 -2.442  0.50
H: -4.626 -2.172 -2.594  0.09
H: -6.530 -1.298 -3.941  0.09
H: -6.576 1.109 -4.547  0.09
C: -2.296 2.284 1.164  -0.25
P: -0.567 1.810 0.846  0.79
C: 0.140 2.260 2.483  -0.25
C: 0.168 3.108 -0.214  -0.39
C: 0.090 4.471 0.066  -0.09
C: 0.709 5.392 -0.767  -0.09
C: 1.396 4.954 -1.892  -0.09
C: 1.477 3.598 -2.174  -0.09
C: 0.878 2.665 -1.329  -0.39
P: 1.035 0.840 -1.540  0.64
C: 0.825 0.415 -3.301  -0.27
C: 2.874 0.746 -1.479  -0.25
H: -2.365 3.347 1.405  0.04
H: -2.640 1.688 2.008  0.04
H: -2.903 2.067 0.290  0.00
H: -0.242 3.224 2.825  0.03
H: 1.224 2.300 2.424  0.02
H: -0.147 1.486 3.194  0.04
H: -0.459 4.817 0.934  0.10
H: 0.656 6.450 -0.539  0.09
H: 1.873 5.673 -2.548  0.10
H: 2.012 3.265 -3.056  0.10
H: 1.021 1.286 -3.929  0.04
H: -0.182 0.064 -3.481  0.01
H: 1.531 -0.377 -3.533  0.03
H: 3.322 1.299 -2.307  0.04
H: 3.168 -0.298 -1.553  0.02
H: 3.231 1.148 -0.532  0.04
C: -2.123 -2.021 3.539  -0.07
C: -1.251 -2.255 2.305  -0.75
C: 0.119 -2.787 2.731  -0.06
C: -1.935 -3.287 1.402  -0.06
O: -1.121 -1.017 1.649  -0.43
H: -2.285 -2.956 4.090  0.07
H: -3.087 -1.614 3.227  0.07
H: -1.642 -1.296 4.202  0.07
H: 0.046 -3.733 3.283  0.08
H: 0.629 -2.038 3.347  0.07
H: 0.727 -2.971 1.850  0.03
H: -1.985 -4.265 1.894  0.08
H: -1.367 -3.406 0.487  0.03
H: -2.940 -2.950 1.143  0.07
C: 4.234 -0.737 3.102  -0.16
C: 4.072 -2.103 2.427  -0.16
C: 3.441 -1.712 1.104  -0.23
O: 2.515 -0.663 1.440  -0.24
C: 3.034 0.058 2.556  -0.22
H: 5.171 -0.271 2.791  0.10
H: 4.215 -0.783 4.192  0.10
H: 3.385 -2.743 2.983  0.11
H: 5.015 -2.628 2.276  0.11
H: 2.897 -2.516 0.625  0.01
H: 4.194 -1.329 0.404  0.12
H: 2.238 0.146 3.298  0.10
H: 3.326 1.067 2.245  0.10
Se: 2.422 -5.394 -0.050  -0.28
Sb: 1.340 -4.273 -1.971  -0.15
Se: 0.730 -1.956 -0.977  0.11
Se: 2.153 -6.714 -3.093  -0.24
Se: 3.273 -3.772 -3.459  -0.31

The multiplicity is 6. The charge is -2. The total energy comes out at -13028.79582 a.u. Its expectation value of S² is 8.801. Its gap between HOMO and LUMO (alpha / beta) is 5.70 / 5.62 eV. Its energy relative to the best compared isomer or geometry (same formula, charge and spin) is 38.2 kcal per mole.

Record 2
The following is a quantum chemistry calculation of a molecular structure, C37H44Cl3FeIN8O3P in a non-equilibrium geometry, from OMol25.

Each line ends with the Löwdin charge.
Element x y z (Å)
Fe: -0.001 -0.158 -0.241  0.89
Cl: 3.983 -2.052 5.872  0.71
C: 2.746 -1.581 4.774  -0.68
C: 3.048 -1.427 3.426  -0.12
C: 2.054 -1.032 2.558  -0.54
Cl: 2.362 -0.851 0.858  0.81
C: 0.725 -0.758 2.963  -0.50
O: -0.178 -0.356 2.136  -0.26
C: 0.481 -0.952 4.344  -0.56
Cl: -1.128 -0.626 4.935  0.76
C: 1.454 -1.352 5.233  -0.12
H: 4.048 -1.618 3.072  0.11
H: 1.213 -1.488 6.276  0.11
N: -0.379 -2.619 0.102  0.05
C: -1.502 -2.946 -0.775  -0.30
C: -1.870 -4.429 -0.829  -0.13
C: -2.265 -5.037 0.521  -0.17
C: -3.608 -4.556 1.090  -0.15
N: -3.676 -3.118 1.299  0.08
C: -2.894 -2.427 2.133  -0.45
N: -2.727 -1.118 1.987  0.20
N: -2.269 -3.049 3.139  0.22
C: -1.144 -2.348 -2.200  -0.65
O: -1.522 -2.913 -3.199  0.08
O: -0.508 -1.263 -2.098  -0.14
H: 0.434 -3.159 -0.192  0.11
H: -0.574 -2.857 1.069  0.07
H: -2.355 -2.329 -0.481  0.11
H: -1.017 -4.990 -1.220  0.13
H: -2.678 -4.551 -1.550  0.13
H: -1.470 -4.868 1.253  0.10
H: -2.354 -6.117 0.388  0.12
H: -3.800 -5.074 2.033  0.12
H: -4.412 -4.818 0.404  0.14
H: -4.129 -2.591 0.568  0.15
H: -2.956 -0.662 1.110  0.08
H: -1.886 -0.694 2.412  0.04
H: -2.575 -3.965 3.423  0.12
H: -1.839 -2.466 3.850  0.03
N: -1.724 0.798 -0.184  -0.23
P: -2.683 1.831 -0.862  0.83
C: -1.842 2.874 -2.116  -0.27
C: -0.455 2.853 -2.085  -0.12
C: 0.272 3.626 -2.970  -0.07
C: -0.387 4.422 -3.892  -0.06
C: -1.772 4.437 -3.936  -0.05
C: -2.503 3.661 -3.052  -0.07
C: -4.076 1.067 -1.742  -0.29
C: -3.743 0.206 -2.783  -0.07
C: -4.748 -0.418 -3.498  -0.05
C: -6.076 -0.167 -3.182  -0.05
C: -6.402 0.690 -2.142  -0.06
C: -5.403 1.297 -1.403  -0.08
C: -3.343 3.056 0.332  -0.29
C: -3.065 2.839 1.675  -0.10
C: -3.487 3.749 2.628  -0.08
C: -4.187 4.881 2.242  -0.07
C: -4.463 5.101 0.901  -0.06
C: -4.041 4.193 -0.055  -0.08
H: 0.028 2.193 -1.367  0.04
H: 1.352 3.608 -2.953  0.10
H: 0.183 5.018 -4.584  0.11
H: -2.280 5.052 -4.661  0.11
H: -3.583 3.663 -3.105  0.11
H: -2.700 0.036 -3.017  0.11
H: -4.497 -1.088 -4.305  0.12
H: -6.861 -0.635 -3.753  0.11
H: -7.436 0.897 -1.914  0.11
H: -5.647 1.950 -0.576  0.10
H: -2.530 1.939 1.948  0.08
H: -3.284 3.566 3.673  0.11
H: -4.531 5.584 2.984  0.11
H: -5.015 5.977 0.598  0.11
H: -4.272 4.370 -1.094  0.10
I: 5.029 3.485 -1.678  0.87
C: 3.681 2.021 -2.385  -0.70
C: 3.660 1.620 -3.712  -0.11
C: 2.693 0.700 -4.090  -0.01
C: 1.796 0.237 -3.138  -0.10
N: 1.837 0.617 -1.865  0.01
C: 2.769 1.482 -1.494  -0.28
H: 4.363 2.012 -4.431  0.11
H: 2.635 0.353 -5.109  0.12
H: 1.005 -0.453 -3.395  0.10
H: 2.777 1.773 -0.452  0.06
N: 0.949 6.050 1.891  0.20
C: 0.778 4.615 2.276  -0.13
C: 0.804 3.697 1.024  -0.26
N: 0.815 2.287 1.303  0.03
H: 0.976 6.657 2.723  0.18
H: 0.174 6.354 1.287  0.18
H: 1.827 6.176 1.367  0.18
H: -0.175 4.505 2.798  0.13
H: 1.588 4.342 2.957  0.14
H: 1.697 3.933 0.435  0.11
H: -0.077 3.906 0.411  0.11
H: -0.041 1.964 1.743  0.05
H: 1.597 2.014 1.888  0.09

The multiplicity is 6. The charge is +2. The total energy comes out at -5383.02725 a.u. Its expectation value of S² is 8.766. Its gap between HOMO and LUMO (alpha / beta) is 6.85 / 5.73 eV. Its energy relative to the best compared isomer or geometry (same formula, charge and spin) is 48.1 kcal per mole.

Record 3
The following is a quantum chemistry calculation of a molecular structure, C47H47ClN10O11SbY, from OMol25.

Each line ends with the Löwdin charge.
Element x y z (Å)
Y: 0.102 -0.119 -0.229  1.46
C: 0.233 0.058 4.298  -0.08
C: 1.093 -0.949 4.766  -0.07
C: 1.857 -1.648 3.878  -0.01
C: 1.803 -1.336 2.494  -0.35
N: 0.896 -0.436 2.041  0.01
C: 0.169 0.258 2.949  -0.19
N: 2.782 -1.830 1.720  0.16
C: 2.940 -1.705 0.425  -0.29
N: 1.948 -1.688 -0.482  0.09
C: 3.273 -0.201 -1.660  -0.30
N: 2.985 1.028 -2.326  0.20
C: 1.844 1.241 -3.173  -0.28
C: 2.075 1.477 -4.517  0.01
C: 0.983 1.809 -5.298  -0.03
C: -0.267 1.917 -4.707  -0.03
C: -0.385 1.663 -3.355  -0.10
N: 0.658 1.326 -2.585  0.11
C: 4.561 -0.506 -1.005  -0.12
C: 5.796 0.010 -1.313  0.00
C: 6.891 -0.405 -0.558  -0.06
C: 6.719 -1.307 0.480  -0.06
C: 5.454 -1.795 0.804  -0.01
C: 4.368 -1.401 0.051  -0.10
H: -0.371 0.653 4.968  0.11
H: 1.160 -1.162 5.826  0.11
H: 2.563 -2.403 4.193  0.12
H: -0.493 1.009 2.535  0.09
H: 3.076 1.403 -4.920  0.13
H: 1.111 1.993 -6.357  0.12
H: -1.144 2.176 -5.281  0.12
H: -1.348 1.701 -2.862  0.12
H: 5.909 0.714 -2.128  0.12
H: 7.877 -0.024 -0.786  0.11
H: 7.576 -1.629 1.057  0.11
H: 5.308 -2.474 1.632  0.12
O: -1.290 5.770 -1.130  0.13
C: -0.077 5.796 -0.601  -0.50
O: 0.641 6.758 -0.688  0.09
C: 0.412 4.535 0.033  -0.04
C: 1.610 4.402 0.714  -0.58
Cl: 2.813 5.538 1.071  0.83
N: 1.749 3.113 1.092  -0.06
N: 0.671 2.393 0.717  0.10
C: -0.135 3.235 0.091  -0.13
C: -1.461 2.673 -0.349  -0.57
O: -2.368 3.425 -0.686  0.08
O: -1.519 1.396 -0.300  -0.19
C: 2.642 2.599 2.097  -0.22
C: 3.639 1.703 1.760  0.00
C: 4.439 1.176 2.764  -0.05
C: 4.246 1.563 4.082  -0.07
C: 3.254 2.480 4.404  -0.07
C: 2.442 3.000 3.409  -0.03
H: -1.730 4.884 -1.038  0.06
H: 3.788 1.423 0.729  0.10
H: 5.207 0.460 2.504  0.10
H: 4.872 1.151 4.862  0.11
H: 3.106 2.785 5.431  0.11
H: 1.654 3.705 3.641  0.13
O: 1.889 -2.325 -7.672  0.08
N: 2.511 -2.167 -6.639  -0.35
O: 3.721 -2.115 -6.560  0.08
C: 1.738 -1.989 -5.411  -0.13
C: 0.355 -1.948 -5.481  0.09
C: -0.318 -1.713 -4.316  -0.06
C: 0.285 -1.523 -3.045  -0.29
O: -0.444 -1.242 -2.018  -0.22
C: 1.687 -1.644 -3.043  -0.05
C: 2.396 -1.867 -4.210  0.07
N: 2.592 -1.581 -1.843  -0.22
O: 2.491 0.737 -0.973  -0.06
O: 3.511 -2.519 -2.019  -0.10
N: -1.782 -1.604 -4.408  -0.33
O: -2.395 -2.618 -4.664  0.11
O: -2.260 -0.490 -4.365  0.10
H: -0.162 -2.081 -6.420  0.14
H: 3.470 -1.967 -4.168  0.14
C: -3.250 0.038 3.086  -0.13
C: -3.989 -0.872 2.107  -0.69
C: -4.890 -1.832 2.878  -0.11
C: -4.838 0.016 1.196  -0.12
Sb: -2.485 -1.884 0.865  1.62
C: -1.822 -3.620 2.026  -0.70
C: -1.447 -3.135 3.424  -0.12
C: -0.553 -4.125 1.334  -0.12
C: -2.839 -4.751 2.134  -0.11
C: -3.635 -2.720 -0.799  -0.68
C: -3.870 -1.572 -1.783  -0.13
C: -2.754 -3.779 -1.465  -0.12
C: -4.973 -3.341 -0.411  -0.10
H: -3.982 0.542 3.727  0.09
H: -2.695 0.813 2.552  0.06
H: -2.556 -0.503 3.730  0.05
H: -5.643 -1.250 3.423  0.09
H: -4.339 -2.417 3.614  0.06
H: -5.421 -2.523 2.223  0.06
H: -5.469 0.658 1.820  0.09
H: -5.500 -0.565 0.556  0.06
H: -4.225 0.666 0.566  0.07
H: -0.757 -2.291 3.391  0.04
H: -0.944 -3.946 3.964  0.10
H: -2.317 -2.841 4.011  0.07
H: 0.224 -3.358 1.293  0.05
H: -0.737 -4.464 0.314  0.07
H: -0.145 -4.972 1.897  0.09
H: -3.775 -4.426 2.591  0.07
H: -2.422 -5.545 2.765  0.09
H: -3.068 -5.196 1.166  0.06
H: -2.947 -1.051 -2.031  0.04
H: -4.575 -0.836 -1.398  0.07
H: -4.284 -1.975 -2.714  0.09
H: -1.767 -3.388 -1.719  0.06
H: -3.229 -4.100 -2.397  0.09
H: -2.627 -4.662 -0.838  0.06
H: -5.668 -2.602 -0.013  0.06
H: -4.872 -4.146 0.317  0.06
H: -5.433 -3.765 -1.311  0.09

The multiplicity is 1. The charge is 0. The total energy comes out at -3933.03938 a.u. Its gap between HOMO and LUMO is 7.89 eV. Its energy relative to the best compared isomer or geometry (same formula, charge and spin) is 102.2 kcal per mole.

Record 4
The following is a quantum chemistry calculation of a molecular structure, C49H42IrN3O3PS2 in a non-equilibrium geometry, from OMol25.

Each line ends with the Löwdin charge.
Element x y z (Å)
Ir: 0.559 -0.307 -0.153  0.90
C: -4.449 -1.130 -1.802  -0.05
O: -4.021 -0.679 -0.526  -0.11
C: -4.955 -0.262 0.366  -0.24
C: -6.301 -0.101 0.069  -0.02
C: -7.187 0.323 1.053  -0.08
C: -6.736 0.599 2.332  -0.09
C: -5.387 0.458 2.625  -0.02
C: -4.490 0.026 1.662  -0.18
N: -3.123 -0.155 2.018  0.14
C: -2.090 0.111 1.136  -0.35
N: -2.144 1.326 0.560  0.19
C: -1.492 1.764 -0.615  -0.16
C: -0.316 1.190 -1.090  -0.30
C: 0.282 1.763 -2.212  -0.12
C: -0.266 2.870 -2.844  -0.09
C: -1.438 3.440 -2.357  -0.02
C: -2.045 2.886 -1.246  -0.25
O: -3.174 3.471 -0.699  -0.11
C: -4.419 2.993 -1.208  -0.05
N: -1.110 -0.715 0.918  -0.03
C: -1.142 -2.067 1.376  -0.23
C: -2.262 -2.872 1.266  -0.03
C: -2.224 -4.202 1.674  -0.08
C: -1.052 -4.742 2.172  -0.08
C: 0.098 -3.962 2.258  -0.01
C: 0.053 -2.644 1.851  -0.24
O: 1.114 -1.808 1.848  -0.18
C: 2.381 -2.249 2.308  -0.07
H: -3.557 -1.506 -2.296  0.08
H: -4.871 -0.311 -2.389  0.09
H: -5.187 -1.931 -1.706  0.10
H: -6.665 -0.313 -0.926  0.11
H: -8.233 0.439 0.807  0.11
H: -7.423 0.932 3.097  0.10
H: -5.007 0.688 3.612  0.12
H: -2.941 -0.913 2.659  0.15
H: -2.851 1.956 0.909  0.16
H: 1.205 1.335 -2.585  0.09
H: 0.227 3.298 -3.707  0.10
H: -1.876 4.318 -2.812  0.12
H: -4.918 3.795 -1.753  0.09
H: -5.053 2.680 -0.376  0.08
H: -4.264 2.147 -1.879  0.09
H: -3.166 -2.460 0.831  0.11
H: -3.110 -4.814 1.581  0.10
H: -1.017 -5.776 2.486  0.10
H: 1.018 -4.387 2.633  0.11
H: 3.063 -1.427 2.107  0.09
H: 2.707 -3.141 1.763  0.08
H: 2.346 -2.455 3.378  0.10
C: 1.415 1.042 0.987  -0.18
C: 1.941 1.951 1.598  -0.12
C: 2.506 3.057 2.255  -0.14
C: 2.061 4.393 1.846  -0.18
C: 1.498 4.577 0.575  -0.02
C: 1.023 5.814 0.176  -0.08
C: 1.087 6.904 1.035  -0.10
C: 1.623 6.736 2.305  -0.09
C: 2.101 5.499 2.709  -0.05
C: 3.511 2.829 3.299  -0.18
C: 4.554 3.733 3.547  -0.04
C: 5.515 3.468 4.510  -0.09
C: 5.464 2.297 5.255  -0.10
C: 4.441 1.386 5.017  -0.09
C: 3.484 1.646 4.050  -0.03
H: 1.430 3.725 -0.091  0.10
H: 0.595 5.928 -0.813  0.10
H: 0.713 7.871 0.723  0.09
H: 1.658 7.572 2.993  0.10
H: 2.488 5.378 3.711  0.11
H: 4.622 4.638 2.960  0.11
H: 6.316 4.178 4.673  0.10
H: 6.214 2.094 6.009  0.09
H: 4.388 0.471 5.594  0.10
H: 2.681 0.941 3.867  0.10
S: 2.786 -1.175 -1.108  0.32
P: 1.593 -2.321 -2.258  0.16
S: -0.333 -2.013 -1.744  0.34
C: 1.864 -1.993 -4.017  -0.38
C: 3.042 -2.439 -4.616  -0.08
C: 3.295 -2.147 -5.946  -0.08
C: 2.376 -1.403 -6.677  -0.08
C: 1.210 -0.954 -6.080  -0.08
C: 0.950 -1.247 -4.748  -0.10
C: 2.023 -4.066 -2.066  -0.39
C: 1.342 -5.007 -2.835  -0.09
C: 1.613 -6.353 -2.669  -0.08
C: 2.564 -6.765 -1.741  -0.08
C: 3.245 -5.829 -0.980  -0.08
C: 2.976 -4.476 -1.142  -0.11
H: 3.759 -3.016 -4.044  0.11
H: 4.206 -2.497 -6.411  0.10
H: 2.575 -1.172 -7.715  0.10
H: 0.499 -0.369 -6.648  0.10
H: 0.047 -0.895 -4.270  0.07
H: 0.598 -4.684 -3.553  0.11
H: 1.083 -7.085 -3.264  0.10
H: 2.773 -7.819 -1.615  0.10
H: 3.989 -6.149 -0.263  0.10
H: 3.508 -3.734 -0.560  0.06

The multiplicity is 2. The charge is 0. The total energy comes out at -3524.48487 a.u. Its expectation value of S² is 0.784. Its gap between HOMO and LUMO (alpha / beta) is 6.10 / 7.45 eV. Its energy relative to the best compared isomer or geometry (same formula, charge and spin) is 14.1 kcal per mole.